Record 1
DFT (ωB97M-V/def2-TZVPD) results for a structure of composition C6H10O in a non-equilibrium geometry.

* charge: 0
* relative energy (zero: lowest compared OMol25 entry of this formula, charge and spin): 138.0 kJ/mol
* HOMO-LUMO gap: 10.33 eV
* E_tot: -309.7898 a.u.

XYZ file:
```
17
Properties=species:S:1:pos:R:3:forces:R:3:mulliken_charge:R:1
C -1.70616 0.74976 0.18820 -0.10 0.04 -0.02 -1.45
C -0.39901 0.03217 -0.05784 -0.10 0.15 0.12 0.60
C 0.42152 -0.52411 -1.27784 -0.15 -0.13 -0.11 -0.64
C 1.58150 -0.26797 -0.27179 0.25 0.20 -0.18 -0.12
C 0.76771 0.98650 0.15219 0.11 0.21 0.21 -0.78
O 1.34734 -1.24029 0.74005 0.07 0.04 0.12 -0.46
C -0.05788 -1.07134 0.95793 -0.25 0.05 0.14 -0.63
H -2.00398 1.40079 -0.63821 0.02 -0.15 0.03 0.34
H -1.42348 1.41227 1.03548 -0.75 -0.31 -0.31 0.31
H -2.55054 0.11339 0.47670 0.15 0.10 -0.11 0.35
H 0.24359 -1.56719 -1.55267 0.11 0.10 -0.01 0.28
H 0.47153 0.11359 -2.16648 -0.19 -0.01 0.29 0.31
H 2.63925 -0.26001 -0.54228 -0.24 0.03 0.00 0.47
H 0.78971 1.74349 -0.63917 0.00 -0.08 0.15 0.30
H 0.68871 1.48819 1.13670 1.00 -0.44 -0.23 0.44
H -0.59078 -2.01370 0.76465 0.08 0.20 0.01 0.32
H -0.23732 -0.76502 1.99638 -0.02 0.01 -0.11 0.35
```
Forces are in eV/Å.

Record 2
DFT (ωB97M-V/def2-TZVPD) results for a cluster of 3 separate species, C6H10O in total.

* charge: 0
* relative energy (zero: lowest compared OMol25 entry of this formula, charge and spin): 390.2 kJ/mol
* SMILES: C=CO.C#C.C=C
* HOMO-LUMO gap: 9.81 eV
* E_tot: -309.6937 a.u.

XYZ file:
```
17
Properties=species:S:1:pos:R:3:forces:R:3:mulliken_charge:R:1
C -1.83754 0.35754 0.17428 -0.12 -0.20 -0.01 -0.95
C -1.65489 -0.93127 -0.09008 -0.19 0.30 -0.20 0.15
O -1.47680 -1.93616 0.80603 0.04 0.09 0.24 -0.52
H -1.93659 0.72867 1.19023 0.06 -0.08 -0.12 0.43
H -1.84662 1.08191 -0.63196 -0.17 -0.16 0.08 0.23
H -1.62909 -1.31429 -1.10157 -0.03 0.07 0.16 0.27
H -1.28187 -1.54623 1.66836 -0.15 -0.11 -0.05 0.34
C 1.43796 -0.38218 -1.87609 -0.31 -0.37 -0.41 -0.26
C 0.53400 -1.04240 -2.31053 0.53 0.22 -0.04 -0.61
H 2.25239 0.19221 -1.50464 -0.11 -0.07 -0.12 0.48
H -0.24657 -1.63754 -2.72477 0.12 0.06 0.02 0.46
C 0.75440 1.04890 1.43326 0.23 0.09 0.00 -0.29
C 1.85097 1.13764 0.69522 -0.06 0.05 0.24 -0.76
H 0.53348 0.15648 2.01473 0.10 0.17 -0.02 0.12
H 0.02682 1.85272 1.47401 0.15 -0.08 0.00 0.26
H 2.05192 2.01095 0.07865 0.01 -0.07 0.17 0.28
H 2.57576 0.32869 0.66223 -0.09 0.11 0.05 0.39
```
Forces are in eV/Å.

Record 3
DFT (ωB97M-V/def2-TZVPD) results for a cluster of 2 separate species, C6H10O in total in a non-equilibrium geometry.

* charge: 0
* relative energy (zero: lowest compared OMol25 entry of this formula, charge and spin): 332.4 kJ/mol
* SMILES: C=C/C=C/C=C.O
* HOMO-LUMO gap: 7.83 eV
* E_tot: -309.7158 a.u.

XYZ file:
```
17
Properties=species:S:1:pos:R:3:forces:R:3:mulliken_charge:R:1
C 0.07355 2.58523 -1.12877 -1.02 -1.61 6.33 -0.73
C 0.03558 1.78153 0.03651 -1.90 4.64 -1.69 -0.13
C 0.32989 0.42172 -0.01845 1.98 -3.92 -3.31 -0.23
C 1.04017 -0.18601 -1.06097 -0.65 0.43 2.62 0.03
C 1.25109 -1.64069 -1.06166 -1.22 1.31 -2.78 -0.20
C 1.52728 -2.15416 -2.30227 2.76 0.11 0.39 -0.76
H -0.29987 3.55586 -1.27921 -0.17 1.04 0.25 0.29
H 0.46890 2.04574 -1.85769 1.42 -1.54 -3.79 0.16
H -0.41427 2.13321 0.98987 0.36 0.07 -0.81 0.28
H -0.21268 -0.36256 0.50388 0.23 0.64 1.11 0.24
H 1.35063 0.33889 -1.96300 0.43 0.04 0.42 0.22
H 0.80585 -2.18696 -0.21823 0.35 -0.11 -0.57 0.31
H 2.27334 -1.66249 -3.12362 -2.56 -0.63 2.06 0.22
H 1.47652 -3.22046 -2.41103 -0.02 -0.47 -0.23 0.31
O -3.18506 -0.62270 4.61181 -2.34 -2.90 -0.50 -0.63
H -2.72641 0.08126 4.95598 1.72 2.62 1.26 0.30
H -3.79452 -0.90742 5.32684 0.62 0.27 -0.76 0.32
```
Forces are in eV/Å.

Record 4
DFT (ωB97M-V/def2-TZVPD) results for an isolated molecule of C6H10O in a non-equilibrium geometry.

* charge: 0
* relative energy (zero: lowest compared OMol25 entry of this formula, charge and spin): 42.5 kJ/mol
* SMILES: CC1(C)CCC1=O
* HOMO-LUMO gap: 10.13 eV
* E_tot: -309.8262 a.u.

XYZ file:
```
17
Properties=species:S:1:pos:R:3:forces:R:3:mulliken_charge:R:1
C 1.57052 -0.55376 -0.66311 0.04 -0.14 0.10 -1.70
C 0.30678 -0.13225 0.07329 -0.75 -0.83 -1.16 1.70
C 0.38130 -0.41594 1.56942 -0.15 0.06 0.00 -1.51
C -0.25071 1.24052 -0.31335 -2.29 0.27 0.25 -0.98
C -1.79056 0.58034 -0.48832 2.01 0.89 -0.32 -0.62
C -1.02575 -0.71151 -0.61160 0.96 -1.35 0.58 0.21
O -1.22022 -1.75762 -1.19100 0.06 1.31 0.53 -0.57
H 1.49904 -0.34804 -1.73494 -0.02 0.01 0.12 0.39
H 2.44258 -0.02521 -0.26464 -0.06 -0.02 -0.04 0.41
H 1.74473 -1.62791 -0.54753 -0.04 0.10 0.02 0.34
H -0.52067 -0.08367 2.09254 0.05 -0.02 -0.06 0.36
H 0.49857 -1.48768 1.75652 0.01 0.11 -0.07 0.36
H 1.23449 0.10234 2.01923 -0.06 -0.02 -0.09 0.37
H 0.12448 1.65291 -1.25466 -0.04 -0.23 0.18 0.32
H -0.26287 2.01161 0.45889 0.24 -0.04 -0.07 0.31
H -2.33458 0.69775 0.44909 0.03 -0.15 -0.08 0.26
H -2.39714 0.85810 -1.34984 0.00 0.04 0.12 0.34
```
Forces are in eV/Å.

Record 5
DFT (ωB97M-V/def2-TZVPD) results for an isolated molecule of C6H10O in a non-equilibrium geometry.

* charge: 0
* relative energy (zero: lowest compared OMol25 entry of this formula, charge and spin): 256.0 kJ/mol
* SMILES: C1=CCOCCC1
* HOMO-LUMO gap: 9.55 eV
* E_tot: -309.7449 a.u.

XYZ file:
```
17
Properties=species:S:1:pos:R:3:forces:R:3:mulliken_charge:R:1
C 0.37534 1.63066 0.14839 2.07 -0.87 -1.91 -0.43
C 1.42775 0.79861 0.36938 -0.27 -0.86 1.10 -0.30
C 1.49831 -0.68824 0.20332 0.03 -0.33 0.52 -0.51
O 0.61821 -1.18705 -0.77785 -0.02 0.09 0.12 -0.40
C -0.71235 -1.39259 -0.33900 -0.28 -0.11 -0.01 -0.54
C -1.36509 -0.17239 0.31592 0.00 0.05 0.09 -0.67
C -0.96557 1.14939 -0.34743 -0.01 0.09 0.03 -0.29
H 1.15618 2.10883 -0.52477 -1.51 2.31 0.45 0.16
H 2.36603 1.26268 0.71496 -0.21 -0.15 -0.62 0.41
H 1.32995 -1.14903 1.18414 0.00 -0.38 0.03 0.30
H 2.50794 -0.97058 -0.12528 -0.22 0.13 0.12 0.37
H -0.75985 -2.25427 0.34874 0.06 0.13 -0.12 0.33
H -1.25961 -1.66274 -1.24888 0.08 0.04 0.14 0.33
H -1.09785 -0.12337 1.38050 -0.03 -0.01 -0.15 0.30
H -2.45349 -0.30369 0.28076 0.16 -0.05 -0.01 0.37
H -0.94369 1.03900 -1.44301 0.04 0.02 0.21 0.28
H -1.72222 1.91476 -0.13989 0.10 -0.12 0.01 0.28
```
Forces are in eV/Å.

Record 6
DFT (ωB97M-V/def2-TZVPD) results for a cluster of 3 separate species, C6H10O in total.

* charge: 0
* relative energy (zero: lowest compared OMol25 entry of this formula, charge and spin): 367.5 kJ/mol
* SMILES: C=CO.C#C.C=C
* HOMO-LUMO gap: 9.92 eV
* E_tot: -309.7024 a.u.

XYZ file:
```
17
Properties=species:S:1:pos:R:3:forces:R:3:mulliken_charge:R:1
C 0.79236 -1.67934 -0.73627 0.13 0.04 0.12 -0.84
C 1.59694 -1.03909 0.10701 -0.04 -0.01 -0.38 0.23
O 1.73167 -1.26718 1.43858 -0.17 -0.19 0.07 -0.51
H 0.14096 -2.48866 -0.41297 0.12 0.10 -0.02 0.32
H 0.74748 -1.37969 -1.77643 0.06 -0.04 0.15 0.24
H 2.24178 -0.22572 -0.20648 -0.12 -0.14 0.03 0.20
H 1.12222 -1.97281 1.69365 0.12 0.05 0.02 0.32
C 0.43914 2.34298 -0.68555 0.56 0.00 -0.12 -0.15
C 1.62061 2.24915 -0.88673 -0.51 0.10 0.07 -0.59
H -0.61071 2.40500 -0.50026 0.23 -0.01 -0.06 0.36
H 2.66977 2.15357 -1.05875 -0.15 0.07 0.01 0.40
C -1.88741 -0.45702 0.55357 -0.09 0.17 -0.02 -0.20
C -2.33074 0.78759 0.42884 0.00 -0.18 0.05 -0.75
H -1.31060 -0.77079 1.42069 -0.12 0.08 -0.11 0.12
H -2.06504 -1.20779 -0.21193 -0.01 0.15 0.12 0.21
H -2.88841 1.10774 -0.44854 0.04 -0.07 0.14 0.27
H -2.14129 1.53740 1.19391 -0.04 -0.12 -0.09 0.37
```
Forces are in eV/Å.

Record 7
DFT (ωB97M-V/def2-TZVPD) results for a structure of composition C6H10O.

* charge: 0
* relative energy (zero: lowest compared OMol25 entry of this formula, charge and spin): 167.5 kJ/mol
* HOMO-LUMO gap: 10.40 eV
* E_tot: -309.7786 a.u.

XYZ file:
```
17
Properties=species:S:1:pos:R:3:forces:R:3:mulliken_charge:R:1
C -0.70710 -1.62825 1.76793 0.03 -0.05 0.05 -1.29
C -0.82510 -0.64048 0.61139 -0.04 0.03 -0.05 -0.30
C 0.39681 0.24342 0.41493 -0.27 -0.01 0.22 0.14
O 1.41079 -0.35958 -0.44034 0.07 -0.11 -0.02 -0.44
C 1.38373 0.78544 -1.28506 0.26 0.15 -0.25 -0.08
C 0.04313 0.96833 -1.91746 -0.09 -0.06 -0.15 -0.68
C 0.28998 1.45083 -0.51008 -0.08 0.19 0.15 -0.41
H -0.69032 -1.10705 2.73176 0.04 -0.07 -0.13 0.33
H 0.20728 -2.22547 1.68804 -0.12 0.07 -0.01 0.32
H -1.55998 -2.31499 1.77670 0.14 0.08 0.03 0.37
H -1.69918 0.00618 0.75971 0.10 -0.04 0.01 0.27
H -0.98924 -1.18726 -0.32311 -0.02 0.09 0.12 0.23
H 0.85919 0.51236 1.37450 -0.08 -0.04 -0.12 0.36
H 2.32354 1.15251 -1.68573 -0.16 -0.06 0.07 0.39
H -0.02723 1.75708 -2.66156 0.07 -0.10 0.12 0.26
H -0.58999 0.10453 -2.10451 0.14 0.12 0.02 0.17
H 0.17369 2.48239 -0.19713 0.01 -0.18 -0.06 0.36
```
Forces are in eV/Å.

Record 8
DFT (ωB97M-V/def2-TZVPD) results for the ion C6H10O with charge +1 in a non-equilibrium geometry.

* multiplicity: 2
* ⟨S²⟩: 0.761
* charge: +1
* relative energy (zero: lowest compared OMol25 entry of this formula, charge and spin): 204.4 kJ/mol
* HOMO-LUMO gap (alpha / beta): 9.57 / 6.76 eV
* E_tot: -309.4673 a.u.

XYZ file:
```
17
Properties=species:S:1:pos:R:3:forces:R:3:lowdin_spin:R:1
C 1.88778 -1.74029 1.18578 1.15 0.93 0.00 0.04
C 1.58033 -0.27012 1.15455 -1.85 -0.09 -0.36 0.22
C 1.29445 0.31970 -0.04904 1.28 0.59 -1.11 0.12
C 0.08874 1.12640 -0.17954 1.06 -0.56 2.89 0.26
C -1.06909 0.43453 -0.51280 -0.74 1.51 -2.00 0.18
O -0.99842 -0.33067 -1.59092 0.56 -0.28 0.19 0.09
C -2.44036 0.75599 -0.03222 -0.21 0.40 -0.84 0.02
H 2.71571 -1.93265 1.87176 -0.11 -0.25 0.06 0.02
H 2.14160 -2.06952 0.18379 0.06 -0.28 0.02 0.00
H 0.99254 -2.24984 1.54186 0.03 -0.04 0.05 0.01
H 1.08952 0.14925 2.02523 0.10 0.07 0.33 0.01
H 1.96835 0.14798 -0.88606 -0.71 -0.93 -0.36 0.01
H 0.05255 1.96071 0.52339 -0.61 -0.32 0.23 0.01
H -1.79845 -0.20986 -2.12247 -0.24 -0.63 0.13 0.00
H -2.61850 1.80620 -0.28304 0.06 0.17 0.38 0.01
H -3.14360 0.21744 -0.66528 -0.17 -0.26 0.27 0.00
H -2.68020 0.58168 1.01158 0.33 -0.01 0.11 0.01
```
Forces are in eV/Å.